This record from OMol25 describes the molecule C21H24ClNO2. The level of theory is wB97M-V/def2-TZVPD.

Computed properties:
Gap between HOMO and LUMO, eV: 9.8
Energy above the lowest of the compared OMol25 structures with the same formula, charge and spin, kcal per mole: 2.7
LUMO level, hartree: 0.0242
SMILES string: Cc1ccccc1C[C@@]1(CO)CCCN(C(=O)c2ccccc2Cl)C1
Calculated total energy, eV: -40275.1910

```
! RIJCOSX wB97M-V def2-TZVPD def2/J DEFGRID3
* xyz 0 1
C -0.791 -1.811 1.922
C -1.919 -1.442 1.001
C -2.629 -2.495 0.428
C -3.724 -2.284 -0.385
C -4.159 -0.990 -0.608
C -3.460 0.063 -0.051
C -2.313 -0.131 0.721
C -1.596 1.102 1.213
C -0.380 1.560 0.360
C -0.575 1.239 -1.138
O -1.575 1.996 -1.763
C -0.185 3.072 0.563
C 1.109 3.583 -0.067
C 2.305 2.766 0.414
N 2.071 1.356 0.186
C 2.862 0.659 -0.655
O 3.794 1.151 -1.261
C 2.533 -0.804 -0.801
C 1.991 -1.282 -1.987
C 1.737 -2.632 -2.150
C 2.041 -3.523 -1.134
C 2.603 -3.068 0.046
C 2.846 -1.713 0.205
Cl 3.536 -1.139 1.685
C 0.895 0.839 0.834
H 0.070 -2.167 1.355
H -0.476 -0.983 2.547
H -1.110 -2.627 2.570
H -2.309 -3.506 0.639
H -4.248 -3.121 -0.820
H -5.039 -0.800 -1.204
H -3.835 1.068 -0.194
H -1.260 0.963 2.242
H -2.318 1.922 1.223
H 0.345 1.472 -1.678
H -0.767 0.162 -1.251
H -2.431 1.690 -1.444
H -1.030 3.603 0.122
H -0.172 3.280 1.636
H 1.039 3.522 -1.153
H 1.257 4.630 0.199
H 3.214 3.042 -0.123
H 2.460 2.923 1.488
H 1.769 -0.583 -2.779
H 1.306 -2.990 -3.073
H 1.848 -4.577 -1.260
H 2.853 -3.753 0.841
H 0.806 -0.223 0.622
H 1.010 0.980 1.916
*
```